Run a
A cluster of 2 separate species, C4H12O2 in total, computed with ωB97M-V/def2-TZVPD.

Output
Lowest unoccupied orbital energy: 0.86 eV
Total charge: 0
HOMO energy: -10.341 eV
Structure (SMILES): CCO.CCO
2S+1: 1

XYZ file:
```
18
C4H12O2 | the OMol25 dataset | ωB97M-V/def2-TZVPD
C -1.601 -0.408 -1.833
C -1.556 -0.681 -0.318
O -2.867 -0.849 0.215
H -2.198 -1.138 -2.319
H -0.588 -0.395 -2.254
H -2.071 0.601 -1.955
H -0.971 -1.576 -0.107
H -1.009 0.145 0.187
H -3.334 -0.060 0.023
C 1.720 0.993 0.159
C 2.212 0.312 1.438
O 1.146 -0.115 2.282
H 1.276 0.263 -0.573
H 2.573 1.505 -0.386
H 0.956 1.769 0.388
H 2.881 -0.541 1.162
H 2.803 0.999 2.027
H 0.629 -0.825 1.864
```

Run b
A cluster of 3 separate species, C4H12O2 in total, computed with ωB97M-V/def2-TZVPD.

Output
Lowest unoccupied orbital energy: 0.61 eV
Total charge: 0
HOMO energy: -9.144 eV
Structure (SMILES): C=CCC.O.O
2S+1: 1

XYZ file:
```
18
C4H12O2 | the OMol25 dataset | ωB97M-V/def2-TZVPD
C 1.345 1.449 0.647
C 0.012 1.430 0.647
C -1.347 0.145 0.936
C -0.773 -1.293 0.797
H 1.952 1.704 -0.223
H 1.847 0.981 1.480
H -0.625 2.168 0.152
H -1.719 0.309 1.942
H -2.055 0.487 0.173
H 0.118 -1.521 1.374
H -1.585 -1.936 1.151
H -0.626 -1.550 -0.254
O -0.992 0.107 -2.253
H -0.725 -0.056 -1.346
H -0.216 0.094 -2.817
O 1.664 -1.044 -1.098
H 2.590 -0.963 -0.838
H 1.132 -0.513 -0.470
```

Relative energies, unit kJ/mol: run a 0.0; run b 231.5

Run a
A cluster of 2 separate species, C4H12O2 in total, computed with ωB97M-V/def2-TZVPD.

Output
Lowest unoccupied orbital energy: 0.76 eV
Total charge: 0
HOMO energy: -10.196 eV
Structure (SMILES): CC[C@H](C)O.O
2S+1: 1

XYZ file:
```
18
C4H12O2 | the OMol25 dataset | ωB97M-V/def2-TZVPD
C 0.833 -0.873 1.066
C -0.087 -0.202 0.045
C 0.679 0.475 -1.117
C -0.148 1.410 -1.954
O 1.206 -0.496 -2.013
H 1.487 -0.154 1.544
H 1.510 -1.658 0.718
H 0.164 -1.324 1.800
H -0.818 -0.876 -0.378
H -0.523 0.643 0.585
H 1.495 1.020 -0.642
H 0.525 1.987 -2.587
H -0.740 0.833 -2.659
H -0.796 2.069 -1.389
H 1.867 -1.037 -1.571
O -2.089 -0.204 3.260
H -1.277 0.166 2.876
H -2.749 -0.073 2.560
```

Run b
A cluster of 2 separate species, C4H12O2 in total, computed with ωB97M-V/def2-TZVPD.

Output
Lowest unoccupied orbital energy: 0.83 eV
Total charge: 0
HOMO energy: -10.408 eV
Structure (SMILES): CCO.CCO
2S+1: 1

XYZ file:
```
18
C4H12O2 | the OMol25 dataset | ωB97M-V/def2-TZVPD
C 3.322 1.107 1.573
C 4.360 2.164 1.237
O 5.156 1.957 0.044
H 2.280 1.332 1.334
H 3.516 0.061 1.266
H 3.293 0.937 2.665
H 5.060 2.232 2.062
H 3.779 3.089 1.262
H 4.467 1.502 -0.465
C -3.444 -1.749 -2.058
C -4.000 -1.722 -0.634
O -5.289 -1.141 -0.723
H -3.378 -0.802 -2.592
H -2.424 -2.148 -1.992
H -3.912 -2.382 -2.823
H -3.316 -1.024 -0.099
H -3.953 -2.701 -0.155
H -5.517 -0.712 0.097
```

Run c
A cluster of 3 separate species, C4H12O2 in total, computed with ωB97M-V/def2-TZVPD.

Output
Lowest unoccupied orbital energy: 0.75 eV
Total charge: 0
HOMO energy: -9.671 eV
Structure (SMILES): C=CCC.O.O
2S+1: 1

XYZ file:
```
18
C4H12O2 | the OMol25 dataset | ωB97M-V/def2-TZVPD
C -0.487 -1.789 -1.126
C -0.493 -1.007 -0.051
C 0.494 0.104 0.206
C 0.338 1.452 -0.496
H -1.133 -2.661 -1.094
H 0.252 -1.632 -1.902
H -1.161 -1.241 0.736
H 1.490 -0.285 0.024
H 0.458 0.225 1.281
H 0.468 2.287 0.192
H -0.650 1.525 -0.930
H 1.033 1.614 -1.307
O -5.580 0.310 -2.827
H -4.939 1.020 -2.952
H -6.016 0.626 -2.026
O 5.093 -0.056 4.383
H 6.032 -0.291 4.410
H 4.800 -0.203 3.481
```

Run d
A cluster of 2 separate species, C4H12O2 in total, computed with ωB97M-V/def2-TZVPD.

Output
Lowest unoccupied orbital energy: 0.77 eV
Total charge: 0
HOMO energy: -9.622 eV
Structure (SMILES): CC(C)O.CO
2S+1: 1

XYZ file:
```
18
C4H12O2 | the OMol25 dataset | ωB97M-V/def2-TZVPD
C 1.745 -0.690 1.001
C 0.202 -0.942 0.740
C -0.335 -2.282 0.974
O -0.550 0.008 1.506
H 1.989 0.279 0.807
H 2.134 -1.340 0.272
H 1.709 -0.909 2.172
H 0.156 -0.646 -0.364
H 0.011 -2.991 0.207
H -0.340 -2.674 1.959
H -1.442 -2.241 0.561
H -0.230 0.959 1.357
C -0.510 2.260 -1.477
O -0.397 1.350 -2.517
H 0.050 3.175 -1.711
H -0.218 1.813 -0.496
H -1.538 2.484 -1.374
H -1.320 1.154 -2.732
```

Relative energies, unit kJ/mol: run a 0.0; run b 104.7; run c 91.5; run d 170.5

Run a
An isolated molecule of C6H16N2, computed with ωB97M-V/def2-TZVPD.

Output
Lowest unoccupied orbital energy: 1.18 eV
Total charge: 0
HOMO energy: -8.328 eV
Structure (SMILES): CCNCCN(C)C
2S+1: 1

XYZ file:
```
24
C6H16N2 | the OMol25 dataset | ωB97M-V/def2-TZVPD
C -2.435 -0.763 -1.711
C -2.617 0.571 -1.036
N -1.472 0.952 -0.167
C -0.097 0.904 -0.654
C 0.893 0.754 0.618
N 1.696 -0.475 0.539
C 3.007 -0.148 1.144
C 1.012 -1.656 1.229
H -1.654 -0.705 -2.499
H -3.379 -1.138 -2.153
H -2.038 -1.505 -0.966
H -2.874 1.366 -1.863
H -3.499 0.605 -0.329
H -1.558 1.925 0.206
H 0.272 1.755 -1.267
H 0.021 0.015 -1.250
H 1.523 1.616 0.645
H 0.238 0.817 1.502
H 3.077 0.831 1.685
H 3.751 -0.119 0.265
H 3.384 -0.965 1.825
H 1.496 -1.966 2.131
H 1.102 -2.417 0.494
H -0.016 -1.431 1.438
```

Run b
An isolated molecule of C6H16N2, computed with ωB97M-V/def2-TZVPD.

Output
Lowest unoccupied orbital energy: 1.12 eV
Total charge: 0
HOMO energy: -9.001 eV
Structure (SMILES): CC(C)CCNCN
2S+1: 1

XYZ file:
```
24
C6H16N2 | the OMol25 dataset | ωB97M-V/def2-TZVPD
C -1.713 0.211 1.843
C -0.861 -1.027 1.613
C -1.773 -2.267 1.707
C -0.247 -1.027 0.211
C 0.812 0.059 0.024
N 1.322 0.120 -1.353
C 0.821 1.265 -2.091
N 1.639 2.456 -1.894
H -1.942 0.695 0.890
H -2.641 -0.004 2.378
H -1.306 1.048 2.431
H -0.074 -1.210 2.342
H -2.507 -2.264 0.884
H -2.430 -2.203 2.570
H -1.165 -3.168 1.631
H 0.176 -2.012 -0.024
H -1.041 -0.932 -0.532
H 0.321 0.992 0.311
H 1.598 -0.086 0.760
H 2.325 0.251 -1.272
H -0.197 1.460 -1.743
H 0.693 0.981 -3.135
H 1.268 3.245 -2.414
H 2.595 2.260 -2.164
```

Relative energies, unit kJ/mol: run a 130.8; run b 0.0

Run a
A cluster of 2 separate species, C2H6OS2 in total, computed with ωB97M-V/def2-TZVPD.

Output
Lowest unoccupied orbital energy: -0.09 eV
Total charge: 0
HOMO energy: -8.489 eV
Structure (SMILES): C=CO.SS
2S+1: 1

XYZ file:
```
11
C2H6OS2 | the OMol25 dataset | ωB97M-V/def2-TZVPD
C -0.736 -0.497 -0.340
C -1.453 -0.037 0.704
O -1.829 1.275 0.911
H 0.175 -1.065 -0.118
H -0.969 -0.698 -1.386
H -1.979 -0.677 1.421
H -2.519 1.610 0.318
S 2.565 0.682 -1.359
S 2.890 -0.040 0.706
H 1.249 0.719 -1.190
H 2.607 -1.273 0.332
```

Run b
A cluster of 2 separate species, C2H6OS2 in total, computed with ωB97M-V/def2-TZVPD.

Output
Lowest unoccupied orbital energy: 0.35 eV
Total charge: 0
HOMO energy: -9.335 eV
Structure (SMILES): C=O.CSS
2S+1: 1

XYZ file:
```
11
C2H6OS2 | the OMol25 dataset | ωB97M-V/def2-TZVPD
C 2.238 1.371 0.048
O 2.660 1.479 1.153
H 2.159 2.254 -0.604
H 1.909 0.417 -0.394
C -0.702 -2.015 0.761
S -0.626 -1.117 -0.819
S -1.257 0.789 -0.187
H -0.256 -2.997 0.591
H -0.098 -1.621 1.584
H -1.728 -2.061 1.111
H -2.583 0.512 -0.167
```

Run c
A cluster of 2 separate species, C2H6OS2 in total, computed with ωB97M-V/def2-TZVPD.

Output
Lowest unoccupied orbital energy: -0.08 eV
Total charge: 0
HOMO energy: -9.691 eV
Structure (SMILES): CC=O.SS
2S+1: 1

XYZ file:
```
11
C2H6OS2 | the OMol25 dataset | ωB97M-V/def2-TZVPD
C -1.860 0.508 -2.496
C -1.398 0.462 -1.056
O -2.277 0.344 -0.201
H -1.276 -0.122 -3.087
H -2.855 0.160 -2.455
H -1.681 1.429 -3.007
H -0.371 0.579 -0.710
S 1.832 -0.724 3.381
S 3.649 -0.974 2.214
H 2.098 0.156 4.268
H 4.138 -1.818 3.149
```

Run d
A cluster of 2 separate species, C2H6OS2 in total, computed with ωB97M-V/def2-TZVPD.

Output
Lowest unoccupied orbital energy: 0.12 eV
Total charge: 0
HOMO energy: -9.746 eV
Structure (SMILES): CC=O.SS
2S+1: 1

XYZ file:
```
11
C2H6OS2 | the OMol25 dataset | ωB97M-V/def2-TZVPD
C 0.163 -2.529 1.592
C -0.895 -1.583 2.008
O -1.868 -1.833 2.654
H 0.505 -2.485 0.549
H -0.150 -3.601 1.567
H 0.967 -2.552 2.405
H -0.741 -0.628 1.601
S 1.674 4.020 -2.760
S -0.101 2.990 -3.044
H 1.031 5.175 -2.289
H -0.585 3.026 -4.283
```

Relative energies, unit kJ/mol: run a 270.4; run b 0.0; run c 16.0; run d 27.4

Run a
A cluster of 2 separate species, C2H7NO2 in total, computed with ωB97M-V/def2-TZVPD.

Output
Lowest unoccupied orbital energy: 0.41 eV
Total charge: 0
HOMO energy: -9.192 eV
2S+1: 1

XYZ file:
```
12
C2H7NO2 | the OMol25 dataset | ωB97M-V/def2-TZVPD
O -0.094 -0.965 0.422
C -0.545 0.263 0.244
O 0.150 1.204 -0.222
C -1.936 0.539 0.765
H -2.287 1.507 0.326
H -2.669 -0.220 0.349
H -1.949 0.510 1.880
N 1.965 -0.793 -0.941
H 2.837 -1.227 -0.674
H 1.995 0.231 -0.802
H 1.654 -0.937 -1.895
H 1.110 -1.044 -0.246
```

Run b
An isolated molecule of C2H7NO2, computed with ωB97M-V/def2-TZVPD.

Output
Lowest unoccupied orbital energy: 0.97 eV
Total charge: 0
HOMO energy: -9.900 eV
Structure (SMILES): CONCO
2S+1: 1

XYZ file:
```
12
C2H7NO2 | the OMol25 dataset | ωB97M-V/def2-TZVPD
C -1.801 0.114 0.330
O -0.961 -0.382 -0.691
N 0.399 0.324 -0.872
C 1.067 -0.422 0.133
O 2.449 0.155 -0.158
H -2.029 1.176 0.183
H -2.723 -0.466 0.280
H -1.370 -0.018 1.331
H 0.288 1.299 -0.590
H 1.063 -1.493 -0.088
H 0.903 -0.148 1.181
H 2.715 -0.138 -1.039
```

Relative energies, unit kJ/mol: run a 0.0; run b 328.8

Run a
A cluster of 3 separate species, C4H14N2OS in total, computed with ωB97M-V/def2-TZVPD.

Output
Lowest unoccupied orbital energy: -2.36 eV
Total charge: 0
HOMO energy: -8.600 eV
2S+1: 1

XYZ file:
```
22
C4H14N2OS | the OMol25 dataset | ωB97M-V/def2-TZVPD
C -1.821 1.031 -0.242
N -1.574 -0.378 -0.274
C -0.384 -0.775 0.163
C 0.698 -0.466 -1.201
S 2.353 -0.695 -0.853
C 0.184 -0.104 1.462
N 1.132 -0.982 2.028
H -1.654 1.574 0.688
H -1.175 1.523 -0.981
H -2.836 1.174 -0.602
H -3.011 -2.586 -1.888
H -0.300 -1.868 0.245
H 0.303 -1.121 -1.967
H 0.454 0.562 -1.469
H -2.301 -2.402 -1.864
H -0.674 -0.109 2.132
H 0.492 0.918 1.253
H 1.461 -0.732 2.925
H 1.908 -1.194 1.440
H 2.735 2.748 -0.029
H 2.115 1.500 -0.656
O 1.895 2.382 -0.310
```

Run b
A cluster of 2 separate species, C4H14N2OS in total, computed with ωB97M-V/def2-TZVPD.

Output
Lowest unoccupied orbital energy: 0.54 eV
Total charge: 0
HOMO energy: -8.474 eV
Structure (SMILES): NCCNCCS.O
2S+1: 1

XYZ file:
```
22
C4H14N2OS | the OMol25 dataset | ωB97M-V/def2-TZVPD
N -1.216 -1.275 2.046
C -0.580 -2.062 0.967
C 0.607 -1.404 0.205
N 0.549 0.045 -0.066
C 0.127 0.382 -1.434
C 0.903 1.558 -1.988
S 2.727 1.450 -1.997
H -0.676 -1.468 2.889
H -1.263 -0.302 1.825
H -0.205 -2.968 1.439
H -1.384 -2.344 0.289
H 0.614 -1.901 -0.760
H 1.539 -1.570 0.747
H 0.013 0.592 0.580
H -0.951 0.547 -1.442
H 0.386 -0.442 -2.105
H 0.603 1.834 -2.998
H 0.675 2.459 -1.404
H 2.846 0.377 -1.200
O -1.633 2.175 1.147
H -2.506 2.531 1.366
H -1.174 1.784 1.896
```

Relative energies, unit kJ/mol: run a 364.7; run b 0.0

Run a
A cluster of 2 separate species, C4H14N2OS in total, computed with ωB97M-V/def2-TZVPD.

Output
Lowest unoccupied orbital energy: 0.58 eV
Total charge: 0
HOMO energy: -8.391 eV
Structure (SMILES): NCNCCCS.O
2S+1: 1

XYZ file:
```
22
C4H14N2OS | the OMol25 dataset | ωB97M-V/def2-TZVPD
N 2.576 -0.543 1.886
C 2.032 -0.950 0.590
N 0.853 -0.233 0.178
C -0.123 -0.692 -0.745
C -1.468 -1.112 -0.237
C -2.266 -0.165 0.671
S -2.191 1.506 -0.142
H 2.859 0.424 1.798
H 1.968 -0.676 2.676
H 2.952 -1.018 -0.030
H 1.648 -1.976 0.628
H 0.892 0.771 0.120
H -0.305 0.084 -1.520
H 0.268 -1.579 -1.383
H -2.240 -1.289 -0.989
H -1.541 -2.042 0.357
H -3.269 -0.533 0.845
H -1.803 0.004 1.673
H -3.336 1.394 -0.917
O 0.736 2.829 -1.443
H 0.314 3.408 -2.085
H 1.443 2.389 -1.930
```

Run b
A cluster of 2 separate species, C4H14N2OS in total, computed with ωB97M-V/def2-TZVPD.

Output
Lowest unoccupied orbital energy: 0.64 eV
Total charge: 0
HOMO energy: -7.835 eV
Structure (SMILES): CN[C@@H](CN)CS.O
2S+1: 1

XYZ file:
```
22
C4H14N2OS | the OMol25 dataset | ωB97M-V/def2-TZVPD
C -1.648 -1.020 -1.896
N -1.753 -0.689 -0.435
C -0.687 0.046 0.329
C 0.723 -0.720 0.470
N 0.430 -1.961 1.093
C -0.315 1.445 -0.319
S -1.553 2.521 0.292
H -0.937 -0.405 -2.647
H -2.622 -0.683 -2.313
H -1.300 -2.032 -2.045
H -1.829 -1.605 0.108
H -0.828 0.373 1.340
H 0.959 -0.873 -0.626
H 1.471 -0.109 0.936
H -0.256 -2.432 0.474
H 0.600 -2.134 2.163
H -0.262 1.337 -1.417
H 0.746 1.771 -0.096
H -2.536 2.818 -0.535
O 3.521 1.329 1.814
H 3.873 2.268 1.871
H 4.203 0.754 1.440
```

Relative energies, unit kJ/mol: run a 0.0; run b 176.8

Run a
A cluster of 2 separate species, C4H14N2OS in total, computed with ωB97M-V/def2-TZVPD.

Output
Lowest unoccupied orbital energy: 0.43 eV
Total charge: 0
HOMO energy: -8.886 eV
Structure (SMILES): NCCNCCS.O
2S+1: 1

XYZ file:
```
22
C4H14N2OS | the OMol25 dataset | ωB97M-V/def2-TZVPD
N 1.823 0.720 2.003
C 0.871 1.316 1.047
C 1.104 0.901 -0.400
N 0.697 -0.458 -0.815
C -0.490 -0.548 -1.640
C -1.766 0.170 -1.125
S -2.210 1.509 -2.256
H 1.550 -0.258 2.163
H 2.730 0.660 1.555
H -0.142 1.161 1.386
H 1.035 2.397 1.058
H 0.639 1.611 -1.097
H 2.174 0.976 -0.615
H 0.588 -1.029 0.020
H -0.233 -0.253 -2.658
H -0.734 -1.603 -1.771
H -1.545 0.560 -0.131
H -2.565 -0.555 -0.995
H -3.511 1.658 -1.971
O 0.049 -2.729 2.420
H 0.574 -2.818 1.609
H -0.640 -3.389 2.213
```

Run b
A cluster of 2 separate species, C4H14N2OS in total, computed with ωB97M-V/def2-TZVPD.

Output
Lowest unoccupied orbital energy: 0.63 eV
Total charge: 0
HOMO energy: -8.511 eV
Structure (SMILES): NC[C@H](N)CCS.O
2S+1: 1

XYZ file:
```
22
C4H14N2OS | the OMol25 dataset | ωB97M-V/def2-TZVPD
N 0.656 -2.457 -0.345
C 0.348 -1.110 0.066
C -1.106 -0.530 -0.346
N -1.569 -1.241 -1.524
C -0.881 0.994 -0.453
C -0.993 1.634 0.930
S 0.180 3.020 1.292
H 1.228 -2.533 -1.146
H -0.218 -2.927 -0.544
H 0.339 -1.025 1.155
H 1.067 -0.449 -0.373
H -1.668 -0.672 0.571
H -2.541 -1.508 -1.460
H -1.383 -0.677 -2.335
H -1.658 1.519 -1.020
H 0.043 1.221 -0.981
H -0.919 0.949 1.779
H -2.014 1.964 1.152
H 0.998 2.191 1.969
O 2.962 0.515 0.651
H 3.682 -0.131 0.695
H 3.448 1.252 0.267
```

Relative energies, unit kJ/mol: run a 0.0; run b 14.9